[1]
DFT (ωB97M-V with the def2-TZVPD basis set) results for the ion C4H8IN2 with charge +1 in a non-equilibrium geometry.

Kohn-Sham gap	7.521	eV
structure (SMILES)	C[C@H]1NC=[NH+][C@@H]1I
HOMO level	-13.0098	eV
total charge	+1
energy relative to the best compared isomer or geometry (same formula, charge and spin)	1.2954	eV

```
15
Properties=species:S:1:pos:R:3:lowdin_charge:R:1
C -1.54 -0.63 0.78 -0.020
H 0.18 0.41 -1.62 0.120
C 1.72 -0.64 -0.67 -0.031
I -1.15 3.10 -0.53 0.420
H 2.33 0.19 -1.15 0.123
H -2.34 -1.20 1.23 0.181
H 0.77 1.56 1.02 0.055
H -1.06 -1.69 -1.00 0.172
H -1.29 0.92 2.08 0.135
H 1.68 -1.46 -1.37 0.080
N -0.84 -1.02 -0.28 0.138
C 0.05 1.01 0.55 -0.240
C 0.29 -0.07 -0.64 -0.275
H 2.18 -0.91 0.29 0.093
N -0.98 0.44 1.31 0.047
```


[2]
DFT (ωB97M-V with the def2-TZVPD basis set) results for the ion C3H4NO with charge +1 in a non-equilibrium geometry.

Kohn-Sham gap	9.570	eV
structure (SMILES)	C#[N+]CC=O
HOMO level	-15.3885	eV
total charge	+1
energy relative to the best compared isomer or geometry (same formula, charge and spin)	1.5267	eV

```
9
Properties=species:S:1:pos:R:3:lowdin_charge:R:1
O -1.49 1.12 -0.08 0.138
H -2.20 -0.74 0.18 0.148
C 0.05 -0.72 -0.09 -0.107
C 1.61 1.22 0.01 0.403
H 0.12 -1.55 -0.81 0.162
C -1.37 -0.04 0.03 -0.190
N 1.06 0.18 0.05 0.144
H 2.40 1.91 -0.11 0.136
H -0.17 -1.37 0.81 0.167
```


[3]
DFT (ωB97M-V with the def2-TZVPD basis set) results for a structure of composition C68H59AsN7O2P2RhSe2 in a non-equilibrium geometry.

Kohn-Sham gap	5.212	eV
HOMO level	-11.5453	eV
total charge	+2
energy relative to the best compared isomer or geometry (same formula, charge and spin)	2.8941	eV

```
142
Properties=species:S:1:pos:R:3:lowdin_charge:R:1
C -1.50 2.54 3.39 -0.381
C 0.41 4.83 1.26 -0.081
H -0.87 -5.35 -6.53 0.111
P 2.20 -4.92 -2.73 0.526
C 1.82 -1.41 -4.60 -0.354
C 4.41 -3.87 9.21 0.022
C 1.13 -3.77 -1.81 -0.395
C -3.08 -2.80 -4.44 -0.052
H -0.93 0.33 -5.20 0.115
C 3.33 -1.70 2.30 -0.041
C 0.17 -8.24 -1.40 -0.067
C -4.34 5.39 0.71 -0.061
H -2.25 -0.70 1.89 0.102
H 0.30 3.30 6.15 0.109
H -0.42 -2.07 5.53 0.136
H -3.97 1.56 0.46 0.077
H -1.86 2.76 7.23 0.110
H -3.11 0.03 -6.31 0.118
C 2.60 4.61 0.26 -0.057
H -0.31 -5.22 -4.14 0.102
H 0.93 -5.15 -8.23 0.113
H 3.17 2.62 -0.32 0.105
H -0.34 5.45 1.73 0.097
C 2.40 3.24 0.11 -0.069
C 3.12 -0.70 -0.26 -0.102
H -2.53 -0.91 -1.69 0.060
C 2.78 -4.70 -5.43 -0.105
H 3.00 -0.27 -1.24 0.049
C 2.47 -4.82 -6.78 -0.068
C -1.18 4.06 -2.54 -0.050
H 3.98 -3.78 10.20 0.128
H -3.78 2.04 5.85 0.110
C 2.49 -1.38 -6.91 -0.057
H -0.73 -8.49 -0.86 0.109
N 0.90 -4.07 -0.50 0.049
N 2.05 -0.69 0.53 -0.023
C -0.55 3.00 5.55 -0.074
C -2.99 3.41 0.95 -0.377
P 0.55 -1.32 -3.35 0.752
N -0.21 -0.90 1.85 -0.015
C -1.85 -2.64 -3.82 -0.090
H -4.48 -1.97 -5.83 0.118
C -3.53 -1.84 -5.34 -0.045
C -1.07 -1.53 -4.11 -0.368
N 0.37 -3.05 0.08 0.004
H 2.78 -9.72 -2.98 0.113
H -4.08 1.58 -1.11 0.076
N 0.22 -2.06 -0.80 -0.177
C -1.37 -0.97 2.47 -0.109
C 0.46 -5.07 -4.88 -0.088
C 0.98 -9.25 -1.90 -0.063
H 4.59 -1.15 -7.27 0.119
H -6.12 2.62 -0.10 0.118
O -2.14 2.12 -1.51 -0.269
H 5.17 -1.25 -0.51 0.122
H -1.51 -3.38 -3.11 0.099
H -6.36 5.08 0.04 0.113
C 0.17 3.47 1.06 -0.395
C 1.19 2.71 0.52 -0.193
C 7.41 -5.70 10.13 -0.058
C -5.28 3.24 0.21 -0.062
C 0.70 -2.48 -2.02 -0.406
H 3.40 -7.36 -3.32 0.100
C 3.63 -2.93 5.69 -0.235
H 5.21 -2.82 4.29 0.158
C 0.91 -1.26 2.53 -0.151
C -5.42 4.61 0.30 -0.060
C 6.21 -4.65 7.81 -0.002
C 4.33 -1.23 0.17 -0.015
H -1.39 5.08 -2.87 0.088
H -2.32 5.42 1.36 0.088
C -2.71 2.21 4.00 -0.125
O 6.19 -4.98 10.21 -0.059
H 7.16 -5.16 7.68 0.108
H 0.53 3.16 3.71 0.096
H 3.53 5.06 -0.05 0.114
C -1.75 2.69 6.16 -0.073
H 6.01 -4.27 5.73 0.109
C 1.61 5.39 0.85 -0.051
C 4.15 -1.21 -5.17 -0.050
C 1.67 -6.59 -2.29 -0.348
H 2.81 -2.86 8.21 0.116
C 3.77 -3.36 8.11 -0.010
H -2.47 -1.40 4.26 0.124
H 3.26 -4.75 -7.52 0.115
C 5.64 -4.52 9.07 -0.273
N 2.35 -2.61 5.66 0.201
C -0.37 -1.74 4.50 0.059
C 3.15 -1.28 -4.21 -0.106
C -2.46 3.36 -2.15 -0.246
C -1.49 -1.38 3.80 -0.002
C -4.07 2.64 0.53 -0.181
H -0.12 -6.14 -1.19 0.085
C 2.14 -8.93 -2.59 -0.060
C 0.88 -1.71 3.85 -0.046
H 1.04 1.62 0.51 0.000
H -0.68 3.54 -3.36 0.065
H 7.64 -6.01 11.14 0.098
C -0.42 2.92 4.17 -0.105
H 5.18 -1.13 -4.86 0.118
H 3.42 -1.25 -3.16 0.073
Se 4.20 -4.43 -2.27 0.312
H -3.07 3.16 -3.03 0.128
C -3.14 4.79 1.04 -0.082
C 3.81 -1.24 -6.52 -0.043
H -3.05 3.98 -1.46 0.101
C 2.12 -2.14 4.41 -0.162
H -4.45 6.46 0.78 0.114
C 3.27 -2.16 3.65 -0.114
C 0.15 -5.16 -6.22 -0.063
C 5.56 -4.13 6.71 -0.024
H 0.46 -1.64 -6.27 0.107
H 3.80 -4.53 -5.11 0.069
H -1.90 0.00 -0.31 -0.020
H 2.23 -1.43 -7.96 0.120
C -3.19 1.19 -1.61 -0.285
H 0.72 -10.29 -1.74 0.112
H -3.44 1.02 -2.66 0.127
Rh 0.23 -0.24 -0.09 0.859
C 0.51 -6.91 -1.60 -0.086
C -2.75 -0.72 -5.62 -0.052
N 4.23 -2.67 4.49 0.194
H 8.21 -5.07 9.75 0.099
H -0.49 4.11 -1.70 0.064
H -3.56 -0.52 -0.32 0.093
C 2.13 -1.20 1.78 -0.121
H -3.69 -3.66 -4.21 0.117
C 1.16 -5.04 -7.17 -0.062
C 4.45 -1.72 1.45 0.053
C 1.78 -4.82 -4.48 -0.356
H 7.30 -6.58 9.49 0.099
H 5.39 -2.13 1.79 0.132
C 4.34 -3.48 6.84 -0.167
C -2.78 -0.13 -0.97 -0.054
C 1.49 -1.49 -5.95 -0.069
H -3.57 1.91 3.41 0.098
H 1.78 6.45 1.00 0.116
C -2.84 2.29 5.38 -0.076
C 2.49 -7.61 -2.79 -0.091
C -1.53 -0.56 -5.00 -0.100
As -1.40 2.41 1.44 1.381
Se 0.68 0.62 -2.33 0.583
```